Entry 1:
Formula: C2H4NdO2
Source: the OMol25 dataset
Level of theory: wB97M-V/def2-TZVPD

Properties
* E_HOMO (alpha / beta): -0.6185 / -0.7419 hartree
* multiplicity: 5
* gap between HOMO and LUMO (alpha / beta): 6.825 / 10.223 eV
* total charge: +2
* largest force on an atom: 7.06 eV/Å

```
9
Properties=species:S:1:pos:R:3:forces:R:3
H 1.136952 2.014803 1.066151 0.4 -1.1 -2.8
C 2.114835 0.001378 0.648130 -1.0 -5.3 4.6
C 0.463866 1.846822 0.099089 -3.5 0.2 -1.0
O 0.211487 1.166726 -0.985165 2.6 2.1 4.4
O 1.059080 -0.675270 1.074293 3.7 3.1 -2.8
H 2.674096 0.531393 1.433417 -0.7 0.9 -0.3
H -0.408375 2.438334 0.429210 0.0 0.4 -0.6
Nd -0.604661 -1.036764 -0.636799 -0.6 -0.8 -0.3
H 2.827958 -0.424824 -0.075618 -0.9 0.5 -1.1
```
Positions in Å, forces in eV/Å.



Entry 2:
Formula: C24H71N5O9
Source: the OMol25 dataset
Level of theory: wB97M-V/def2-TZVPD

Properties
* SMILES: COC[C@H](C)N.COC[C@H](C)N.COC[C@H](C)N.COC[C@H](C)N.COC[C@H](C)N.CO.CO.CO.CO
* E_HOMO: -0.3203 hartree
* gap between HOMO and LUMO: 9.131 eV
* largest force on an atom: 2.37 eV/Å

```
109
Properties=species:S:1:pos:R:3:forces:R:3
C -2.080231 3.358394 0.597819 -1.4 -0.6 -0.2
O -3.506471 3.540104 0.642109 -0.1 0.7 0.1
H -1.995381 2.276154 0.696069 1.1 0.1 -0.1
H -1.781051 3.697604 -0.393911 0.3 -0.1 0.2
H -1.584921 3.916314 1.392489 0.2 -0.1 -0.1
H -3.775951 3.457334 1.559789 -0.1 0.0 0.0
C 4.766629 2.147284 -1.209001 0.9 0.7 -0.3
O 4.596869 0.768324 -1.098931 -0.8 -0.9 0.5
H 4.783299 2.443324 -2.257901 -0.1 0.3 -0.1
H 3.997849 2.717684 -0.687731 -0.3 -0.5 0.0
H 5.706319 2.461484 -0.754741 0.2 0.1 0.0
H 5.310099 0.279454 -1.515961 0.1 0.3 -0.1
C 0.614079 -1.952066 -3.779511 -0.5 0.7 -0.9
O -0.357261 -1.026116 -4.306241 0.9 -1.0 -0.3
H 1.339979 -1.390396 -3.191541 0.1 -0.3 0.4
H 0.112189 -2.752566 -3.236001 0.3 0.0 0.3
H 1.165149 -2.392636 -4.610361 -0.1 0.0 -0.1
H -0.731011 -0.619586 -3.520971 -0.5 0.6 0.7
C 1.255349 0.727234 -0.919911 1.4 -0.7 0.8
O 0.446339 1.843574 -0.788471 -1.0 0.3 0.5
H 1.654299 0.627164 -1.929331 0.0 -0.2 -0.1
H 2.083259 0.832164 -0.218741 0.5 -0.1 -0.1
H 0.784929 -0.201316 -0.596501 -0.6 0.1 -0.3
H 0.913489 2.547724 -1.244051 0.3 0.8 -0.3
C -2.465091 2.013524 -3.353091 0.3 0.1 0.3
C -2.768991 0.899344 -2.338541 -0.2 1.4 -0.1
C -3.752161 -0.080146 -2.943561 -0.2 0.3 0.4
O -4.985371 0.519984 -3.450701 0.4 0.4 1.2
C -5.817631 1.231314 -2.432141 1.4 -1.4 -1.0
N -1.493611 0.315314 -1.933251 -0.6 -0.9 -0.9
H -1.710761 1.675424 -4.063571 0.0 -0.3 -0.1
H -2.005531 2.855814 -2.835921 -0.1 0.2 0.1
H -3.329571 2.356464 -3.921561 -0.1 -0.1 0.2
H -3.215251 1.323364 -1.439011 -0.4 0.4 0.0
H -3.958791 -0.827586 -2.177571 -0.4 -0.3 0.1
H -3.161311 -0.572986 -3.715641 -0.8 -0.1 -0.7
H -6.805821 1.336324 -2.879971 0.2 0.0 0.0
H -5.411441 2.198234 -2.135201 0.1 0.0 -0.2
H -5.847801 0.594154 -1.548271 -0.3 0.0 0.1
H -0.915991 1.052054 -1.554221 0.1 0.2 0.0
H -1.627011 -0.362456 -1.196421 0.0 -0.4 0.2
C 0.506179 5.430104 -0.661911 0.6 0.1 -0.7
C 0.425109 4.920144 -2.094791 -0.1 0.4 -0.3
C 0.493189 5.994444 -3.196911 0.5 0.3 0.1
O -0.510961 6.945114 -3.201601 -2.2 -0.2 -0.4
C -1.778211 6.374994 -3.639871 0.6 1.3 0.4
N 1.525249 3.952174 -2.290271 -0.3 0.3 -0.3
H 0.590129 4.568664 0.000639 -0.4 0.2 0.2
H -0.302091 6.117584 -0.412591 0.0 -0.2 0.1
H 1.452999 5.966174 -0.596591 0.1 0.3 0.3
H -0.543241 4.440064 -2.235901 0.1 -0.5 0.0
H 0.473069 5.510764 -4.173511 0.3 -0.4 -0.2
H 1.366339 6.645234 -3.150291 0.7 -0.6 0.3
H -2.185751 5.760474 -2.837141 -0.3 -0.1 -0.2
H -1.714031 5.850244 -4.593091 0.4 -0.4 0.1
H -2.413181 7.231694 -3.865631 -0.2 -0.1 0.4
H 2.375759 4.496774 -2.278031 0.4 0.1 0.4
H 1.518119 3.635244 -3.249231 -0.3 -0.4 -0.3
C 0.390239 1.926974 3.013329 0.2 -0.5 -0.8
C 0.493999 0.718654 3.926759 -0.3 1.1 0.1
C 1.805559 0.741184 4.723359 -1.5 -1.2 0.0
O 1.722989 -0.441486 5.534269 1.9 0.8 1.3
C 2.798849 -0.426736 6.502079 -0.6 -0.8 0.6
N -0.647521 0.748254 4.847779 0.4 0.0 0.7
H 1.178649 1.792204 2.272819 -0.1 0.4 -0.4
H 0.468749 2.924464 3.445689 0.2 -0.3 0.5
H -0.581701 1.903894 2.520499 0.1 -0.1 -0.2
H 0.413639 -0.190006 3.330119 0.5 -0.1 -0.3
H 1.803609 1.646854 5.329859 0.2 0.1 0.2
H 2.715059 0.667114 4.127189 -0.1 0.3 -0.4
H 2.735369 0.326904 7.287009 -0.4 0.8 -0.4
H 3.810879 -0.373326 6.100779 -0.1 0.0 -0.6
H 2.743349 -1.321246 7.122459 -0.1 -0.4 -0.5
H -0.430831 0.084824 5.577849 -0.1 -0.1 0.3
H -1.480401 0.392004 4.401129 -0.1 0.1 -0.2
C 2.436159 -1.956536 1.683009 -0.3 -0.2 -0.2
C 2.644039 -3.377676 1.152079 0.7 0.7 0.6
C 2.405909 -4.474956 2.180719 -0.7 0.2 -0.1
O 2.689969 -5.763166 1.678419 0.6 0.4 0.0
C 2.491229 -6.780166 2.632309 -0.5 -0.6 -0.5
N 1.806289 -3.521066 -0.026271 0.4 -1.0 -0.2
H 3.078419 -1.653976 2.510089 0.1 -0.2 0.0
H 1.398019 -1.777346 1.962769 -0.1 -0.1 0.1
H 2.637519 -1.322906 0.819259 0.1 0.4 0.2
H 3.694719 -3.401706 0.862969 0.4 -0.3 0.0
H 1.353589 -4.481736 2.464739 -0.3 0.3 0.2
H 2.988839 -4.265706 3.077669 0.2 0.0 0.1
H 2.898409 -6.610906 3.629139 0.6 0.3 -0.1
H 2.898659 -7.678286 2.168099 0.1 0.0 0.3
H 1.432269 -6.973056 2.804039 -0.4 0.1 -0.1
H 2.073189 -2.850226 -0.732551 0.1 0.4 0.0
H 2.098669 -4.399926 -0.429041 -0.4 -0.5 -0.3
C -1.552121 -4.048046 -1.372121 -1.4 -1.0 -0.2
C -1.802711 -3.521246 0.025559 1.5 -0.5 0.3
C -1.412661 -4.550806 1.133539 -0.5 -1.0 -0.4
O -2.154701 -5.729846 0.966999 -1.6 -0.7 -0.7
C -2.209701 -6.663056 2.007559 0.8 0.0 0.3
N -0.858831 -2.455856 0.179919 -0.3 2.0 0.7
H -0.533001 -4.421706 -1.471461 0.0 -0.1 0.1
H -1.745311 -3.337106 -2.175451 0.1 0.5 0.4
H -2.275201 -4.841946 -1.559111 0.3 -0.4 -0.1
H -2.789001 -3.082496 0.176699 -0.3 -0.5 -0.1
H -1.514331 -4.197266 2.159589 -0.4 0.6 0.1
H -0.365461 -4.845016 1.063399 0.4 0.4 -0.4
H -2.732491 -6.314236 2.898129 -0.1 0.3 0.1
H -1.190111 -6.926046 2.289279 0.3 -0.1 0.3
H -2.681401 -7.598966 1.708139 -0.2 0.3 -0.5
H -0.963201 -2.180646 1.146079 0.3 0.7 0.3
H 0.089449 -2.791596 0.089699 0.1 -0.3 -0.1
```
Positions in Å, forces in eV/Å.



Entry 3:
Formula: C3H4N2O3
Source: the OMol25 dataset
Level of theory: wB97M-V/def2-TZVPD

Properties
* SMILES: NC(=O)/C(C=O)=N/O
* E_HOMO: -0.3692 hartree
* gap between HOMO and LUMO: 8.885 eV
* largest force on an atom: 6.97 eV/Å

```
12
Properties=species:S:1:pos:R:3:forces:R:3
C 0.846811 -0.453401 -0.894235 2.1 0.1 -0.7
C -0.172257 -0.054467 0.215716 0.6 -6.8 -0.4
C -0.983430 -1.200753 0.943634 -3.2 4.1 -1.6
H 2.263609 0.536122 -1.795234 2.2 -0.3 -2.3
H 1.597344 1.623893 -0.698996 -0.6 -1.6 -0.2
H -0.421669 -2.230876 0.911727 -1.8 1.5 0.6
H -1.839130 0.729149 1.329265 -1.9 -2.3 0.9
N 1.615634 0.673057 -1.114925 -1.5 0.2 1.5
N -0.365871 1.161174 0.397720 1.3 1.5 -2.0
O 1.089479 -1.519603 -1.562027 -1.9 3.4 3.1
O -2.187432 -0.756345 1.293255 5.4 -4.4 -0.4
O -1.443086 1.492050 0.974100 -0.7 4.7 1.4
```
Positions in Å, forces in eV/Å.



Entry 4:
Formula: C10H16O
Source: the OMol25 dataset
Level of theory: wB97M-V/def2-TZVPD

Properties
* SMILES: Cc1ccc(O)cc1.CCC
* E_HOMO: -0.3180 hartree
* gap between HOMO and LUMO: 9.535 eV
* largest force on an atom: 1.62 eV/Å

```
27
Properties=species:S:1:pos:R:3:forces:R:3
C 1.343745 2.462427 0.256318 0.6 -0.1 -0.2
C -2.168541 0.066937 -0.033450 1.2 -0.1 -0.7
C -1.332164 -0.068531 1.060134 0.0 -0.1 0.8
C -2.035253 1.208583 -0.835863 -0.9 -0.6 1.2
C -0.226377 0.750412 1.219694 0.1 0.6 -0.5
C -1.010673 2.100843 -0.573760 0.1 -0.2 -0.9
C 0.007505 1.794357 0.318168 -0.1 -0.2 0.4
O -2.825430 -1.071873 -0.488039 -0.9 0.5 0.5
H -1.537400 -0.807953 1.825667 0.1 -0.4 -0.4
H -3.784569 -0.971525 -0.411172 0.2 0.0 -0.1
H -2.853705 1.377795 -1.519716 0.3 0.2 -0.6
H 0.527095 0.551490 1.975395 -0.2 -0.1 0.1
H -0.919609 2.955559 -1.224845 0.1 0.3 0.0
H 1.852843 2.461698 1.211024 -0.1 0.3 0.5
H 1.347344 3.470218 -0.165705 -0.2 -0.1 0.1
H 2.030564 1.860165 -0.354426 -0.3 0.1 -0.2
C 2.457768 -2.423187 -0.523576 -0.2 0.0 -1.3
C 3.208485 -1.166497 -0.122336 0.0 0.9 1.2
C 1.019981 -2.433597 -0.018684 -0.4 -0.4 -0.7
H 2.406816 -2.470044 -1.620727 0.0 0.2 0.1
H 3.009754 -3.329877 -0.287707 0.0 -0.1 0.4
H 3.828945 -1.278664 0.768751 0.2 -0.4 0.0
H 2.505831 -0.395824 0.225597 -0.1 -0.1 -0.4
H 0.929708 -2.791238 0.997963 -0.1 0.2 0.4
H 0.544542 -1.473635 -0.177675 0.3 0.5 0.6
H 3.843806 -0.675166 -0.856944 0.0 -0.4 -0.3
H 0.343949 -3.026877 -0.637758 0.3 -0.7 0.0
```
Positions in Å, forces in eV/Å.



Entry 5:
Formula: C4H7NO2
Source: the OMol25 dataset
Level of theory: wB97M-V/def2-TZVPD

Properties
* SMILES: O=CCCNC=O
* E_HOMO: -0.3678 hartree
* gap between HOMO and LUMO: 10.774 eV
* largest force on an atom: 1.64 eV/Å

```
14
Properties=species:S:1:pos:R:3:forces:R:3
O 0.159589 2.502089 2.144992 0.1 0.2 0.1
C 0.303988 1.337671 1.884500 -0.8 -0.5 0.1
N -0.642155 0.569057 1.222685 1.5 0.3 0.3
C -0.132566 -0.514724 0.382992 -1.3 -0.5 0.9
C 0.329471 -0.060092 -1.010333 -0.3 -0.8 -0.3
C -0.088716 -1.133271 -2.000892 0.0 -0.1 0.0
O -1.130581 -1.138200 -2.601322 0.1 0.3 0.1
H 1.149860 0.724864 2.237005 0.2 0.1 -0.1
H -1.389998 1.149371 0.881555 -0.3 -0.1 -0.4
H -0.939221 -1.256835 0.355688 -0.2 0.3 -0.7
H 0.572209 -1.104243 0.975779 0.6 0.6 -0.2
H 1.410460 0.068602 -1.063881 0.0 0.2 0.1
H -0.196108 0.850283 -1.291415 0.1 0.1 0.1
H 0.593765 -1.994578 -2.117358 0.2 0.0 0.0
```
Positions in Å, forces in eV/Å.



Entry 6:
Formula: C2H3Cl4O2Pd
Source: the OMol25 dataset
Level of theory: wB97M-V/def2-TZVPD

Properties
* E_HOMO (alpha / beta): 0.0753 / 0.0543 hartree
* multiplicity: 3
* gap between HOMO and LUMO (alpha / beta): 6.050 / 6.616 eV
* total charge: -3
* largest force on an atom: 0.57 eV/Å

```
12
Properties=species:S:1:pos:R:3:forces:R:3
Pd 0.876380 0.127625 1.566141 0.2 -0.3 0.5
C -1.126659 -0.119702 -2.074631 -0.1 0.1 0.0
C -0.462993 -0.075805 -0.692161 -0.2 -0.2 -0.1
O -0.373003 1.041011 -0.133777 0.0 0.3 -0.2
O -0.078085 -1.159603 -0.203637 0.0 0.1 0.1
H -0.885728 -1.048807 -2.591724 0.0 0.0 0.0
H -0.796523 0.742692 -2.656190 0.0 0.0 0.0
H -2.212373 -0.057375 -1.950693 0.0 0.0 0.0
Cl 1.877205 -1.988486 2.825679 0.0 0.1 0.0
Cl 2.877710 0.365491 -0.119437 0.0 0.0 -0.1
Cl -1.493797 0.088662 2.955881 0.0 -0.1 -0.1
Cl 1.797865 2.084297 3.074550 -0.1 -0.1 -0.1
```
Positions in Å, forces in eV/Å.



Entry 7:
Formula: C7H15NS
Source: the OMol25 dataset
Level of theory: wB97M-V/def2-TZVPD

Properties
* E_HOMO (alpha / beta): -0.2977 / -0.2811 hartree
* gap between HOMO and LUMO (alpha / beta): 8.133 / 7.497 eV
* largest force on an atom: 4.99 eV/Å

```
24
Properties=species:S:1:pos:R:3:forces:R:3
C 3.255723 -2.534367 0.350253 -2.1 2.0 -2.7
C 1.341579 -0.949886 -0.776148 -1.4 0.7 -0.8
C -1.171940 3.754298 -1.472464 -1.0 -2.5 -4.2
C -2.406491 3.004874 -0.989613 1.7 -2.4 -0.5
C -0.227382 2.537648 -1.704406 -1.0 -0.3 1.3
C -2.255464 1.520439 -1.598571 0.7 2.0 0.5
C 0.301133 -4.384014 3.669205 0.1 -1.6 3.0
N -1.058055 1.315933 -1.947834 0.3 0.5 -0.8
S 1.522508 -2.334992 0.059759 2.9 0.3 0.3
H 3.460485 -2.591362 1.349920 0.7 -1.0 2.6
H 3.809808 -1.684206 -0.124883 -0.4 -0.9 0.2
H 0.392024 -0.972642 -1.345447 0.7 0.4 0.3
H 1.936664 0.001374 -0.829854 -0.2 -1.5 0.2
H -1.353729 4.217394 -2.574039 0.1 -0.9 2.5
H -0.807592 4.511652 -0.872758 0.8 1.4 1.4
H -2.399739 2.813977 0.054076 0.3 0.1 1.4
H -3.245980 3.538743 -1.156052 -3.1 1.3 -0.9
H 0.475521 2.783015 -2.469569 0.7 -0.5 -0.4
H 0.228667 2.207843 -0.759195 0.6 0.6 -0.2
H -0.153333 -4.541981 4.709923 0.5 0.6 -1.6
H -2.945337 0.665689 -1.581246 -0.1 0.7 0.0
H 0.563354 -5.371386 3.304668 0.4 0.2 -0.3
H -0.304473 -3.879625 3.029518 -2.9 0.7 -1.9
H 1.042049 -3.628415 3.674755 1.8 0.0 0.7
```
Positions in Å, forces in eV/Å.



Entry 8:
Formula: C3H12O4
Source: the OMol25 dataset
Level of theory: wB97M-V/def2-TZVPD

Properties
* SMILES: C=C(C)O.O.O.O
* E_HOMO: -0.3206 hartree
* gap between HOMO and LUMO: 9.242 eV
* largest force on an atom: 3.28 eV/Å

```
19
Properties=species:S:1:pos:R:3:forces:R:3
C -1.390159 0.611547 -1.328353 1.1 0.3 1.3
C -1.744662 0.021638 -0.165193 -0.7 -2.7 -1.8
O -2.858110 -0.852886 -0.161604 -0.6 2.6 -0.6
C -0.894054 -0.270745 1.002222 1.0 -0.4 1.4
H -0.293598 0.728161 -1.428566 -0.9 0.9 -0.1
H -2.070854 0.926621 -2.126111 0.3 -0.7 0.2
H -3.378055 -0.497786 -0.932559 0.2 -1.1 1.1
H -0.047292 0.403571 0.987212 0.5 -0.1 -0.2
H -0.537999 -1.345655 1.087649 -0.5 1.2 -0.4
H -1.353748 -0.031375 1.987503 -0.3 -0.2 -0.8
H 5.277446 -0.682448 0.822546 0.2 -0.1 -1.3
H 4.316684 -0.266439 1.920382 1.4 -0.5 -0.1
O 5.240043 -0.596978 1.758294 -1.5 0.7 1.4
H -5.296844 -2.370424 0.445537 0.1 -0.1 -0.1
H -5.945523 -2.475517 -0.960858 0.1 0.4 0.8
O -5.860299 -1.900682 -0.174539 -0.2 -0.3 -0.8
H 6.408848 2.966282 -0.148883 0.6 1.1 -0.3
H 6.281638 3.625441 -1.724220 0.5 -0.2 1.6
O 6.079933 2.956163 -1.044861 -1.1 -0.9 -1.3
```
Positions in Å, forces in eV/Å.